# 1
12
Properties=species:S:1:pos:R:3:lowdin_charge:R:1 method="wB97M-V/def2-TZVPD" charge=0 gap_ev=9.517 smiles="C#C[C@@H]1ON=CNO1"
C 3.072 0.134 -0.385 0.14
C 1.896 -0.113 0.321 -0.02
C 0.485 -0.278 0.649 -0.25
O -0.104 -1.349 -0.128 -0.09
N -1.595 -1.120 -0.265 0.10
C -1.985 0.075 -0.079 -0.27
N -1.298 1.243 -0.113 -0.04
O 0.092 1.087 -0.118 -0.10
H 4.214 0.413 -0.589 0.08
H 0.208 -0.308 1.597 0.10
H -3.002 0.098 0.141 0.10
H -1.883 2.120 0.429 0.23

***

# 2
12
Properties=species:S:1:pos:R:3:lowdin_charge:R:1 method="wB97M-V/def2-TZVPD" charge=0 gap_ev=10.120
C 0.408 -1.598 1.035 0.02
C 0.169 -0.331 -0.016 -0.54
C -0.116 1.571 0.662 -0.28
C -0.773 -0.655 -1.114 -0.04
H 0.646 -1.198 2.103 0.10
H 1.125 -2.556 0.693 0.14
H -0.815 -1.700 1.130 0.13
H -0.540 2.515 1.161 0.17
N 1.000 1.777 0.116 0.15
N -1.397 -1.491 -1.877 0.16
O -0.760 0.438 0.765 0.02
O 1.290 0.439 -0.285 -0.04

***

# 3
12
Properties=species:S:1:pos:R:3:lowdin_charge:R:1 method="wB97M-V/def2-TZVPD" charge=0 gap_ev=9.403 smiles="O=Cc1nccn1O"
O -3.068 -0.104 -0.069 0.04
C -1.923 0.416 -0.057 -0.17
C -0.737 -0.270 -0.186 -0.39
N -0.531 -1.487 -0.277 0.18
C 0.826 -1.614 -0.098 -0.08
C 1.381 -0.371 -0.019 -0.09
N 0.410 0.483 -0.122 -0.08
O 0.631 1.918 -0.334 0.02
H -1.728 1.476 0.261 0.13
H 1.297 -2.586 -0.005 0.11
H 2.350 -0.031 0.280 0.13
H 1.095 2.170 0.625 0.21

***

# 4
12
Properties=species:S:1:pos:R:3:lowdin_charge:R:1 method="wB97M-V/def2-TZVPD" charge=0 gap_ev=9.895 smiles="C=Cn1ocnc1=O"
C 2.166 -0.130 0.105 0.00
C 1.107 0.545 0.005 -0.18
N -0.210 0.141 -0.130 -0.03
O -0.460 -1.255 -0.222 0.07
C -1.835 -1.204 -0.018 -0.13
N -2.437 -0.044 0.134 0.17
C -1.316 0.969 0.038 -0.45
O -1.287 2.149 -0.089 0.12
H 3.146 0.373 -0.150 0.09
H 2.304 -1.158 0.345 0.06
H 1.289 1.675 -0.159 0.16
H -2.468 -2.060 0.140 0.13

***

# 5
12
Properties=species:S:1:pos:R:3:lowdin_charge:R:1 method="wB97M-V/def2-TZVPD" charge=0 gap_ev=10.197 smiles="C=Nn1occc1=O"
C 2.164 0.061 1.188 -0.02
N 0.940 0.402 1.186 -0.01
N -0.152 -0.157 0.680 -0.03
O -1.241 0.799 0.690 0.02
C -1.881 0.486 -0.440 -0.13
C -1.182 -0.115 -1.372 0.01
C 0.038 -0.591 -0.729 -0.38
O 1.068 -0.992 -1.217 0.09
H 2.555 -0.697 0.515 0.06
H 2.834 0.903 1.565 0.09
H -2.846 1.048 -0.427 0.15
H -1.502 -0.472 -2.379 0.14

***

# 6
12
Properties=species:S:1:pos:R:3:lowdin_charge:R:1 method="wB97M-V/def2-TZVPD" charge=0 gap_ev=8.849 smiles="O=C1C=CNN=CO1"
O -0.889 0.128 -2.359 0.03
C -0.504 -0.102 -1.150 -0.34
C -1.273 -0.509 -0.046 -0.07
C -1.100 -0.044 1.250 -0.11
N 0.163 0.419 1.598 -0.06
N 1.368 -0.570 1.197 0.10
C 1.544 -0.318 -0.053 -0.15
O 0.681 0.815 -0.590 -0.09
H -2.265 -0.698 -0.593 0.15
H -1.701 0.001 2.340 0.18
H 0.356 0.729 2.726 0.21
H 2.564 -0.686 -0.459 0.16

***

# 7
13
Properties=species:S:1:pos:R:3:lowdin_charge:R:1 method="wB97M-V/def2-TZVPD" charge=0 gap_ev=8.110
C 0.547 -0.305 -1.007 -0.42
C 1.086 -0.725 0.217 0.03
C 0.239 -0.871 1.344 -0.49
C -1.268 0.800 0.295 -0.81
H 1.409 0.643 -2.692 0.30
H 2.384 -1.041 0.516 0.24
H -1.536 0.096 2.156 0.12
H -0.843 1.067 -1.824 0.15
N -0.929 -0.052 1.378 0.10
N -0.631 0.433 -1.019 0.08
O 1.273 -0.474 -2.135 -0.01
O 0.485 -1.648 2.277 0.03
S -2.217 2.078 0.494 0.69

***

# 8
13
Properties=species:S:1:pos:R:3:lowdin_charge:R:1 method="wB97M-V/def2-TZVPD" charge=0 gap_ev=10.704 smiles="O=C1[C@H]2N[C@H]2C(=O)N1O"
O 0.393 -2.169 -0.941 0.12
C 0.081 -1.155 -0.346 -0.37
C -0.485 -1.041 1.052 -0.11
N 0.494 -0.265 1.912 0.12
C -0.675 0.381 1.388 -0.18
C -0.292 1.087 0.099 -0.33
O -0.554 2.241 -0.246 0.09
N 0.257 0.138 -0.745 0.01
O 0.744 0.580 -2.003 0.08
H -1.230 -1.806 1.314 0.16
H 0.384 -0.604 2.876 0.12
H -1.419 0.888 1.934 0.15
H 0.572 1.564 -1.935 0.13

***

# 9
12
Properties=species:S:1:pos:R:3:lowdin_charge:R:1 method="wB97M-V/def2-TZVPD" charge=0 gap_ev=8.299 smiles="C#CC(=S)NC(N)=O"
C 1.762 2.313 0.085 0.17
C 1.513 1.146 -0.012 -0.15
C 1.380 -0.276 -0.104 -0.81
S 2.726 -1.250 -0.126 0.68
N 0.142 -0.827 -0.058 0.06
C -1.087 -0.154 -0.130 -0.57
N -2.136 -1.026 0.031 0.16
O -1.216 1.019 -0.343 0.10
H 1.954 3.325 0.099 0.03
H 0.052 -1.846 -0.064 0.14
H -3.022 -0.559 0.068 0.11
H -2.068 -1.864 0.554 0.09

***

# 10
14
Properties=species:S:1:pos:R:3:lowdin_charge:R:1 method="wB97M-V/def2-TZVPD" charge=-1 gap_ev=7.927
C 3.492 -0.483 0.043 -0.69
C 0.433 1.357 -0.593 -0.45
C -0.877 -1.421 -0.002 -0.38
C -2.623 0.196 0.594 -0.14
N 1.182 0.444 -0.659 0.19
N 3.361 -0.751 -1.102 0.01
N -1.808 -0.702 -0.077 0.07
O 3.694 -0.198 1.168 0.00
O -0.324 2.258 -0.507 0.05
O -0.005 -2.167 -0.133 0.15
H -2.760 1.092 -0.057 0.09
H -3.654 -0.190 0.798 0.09
H -2.231 0.527 1.494 0.06
H 2.119 0.036 -0.968 -0.04

***

# 11
12
Properties=species:S:1:pos:R:3:lowdin_charge:R:1 method="wB97M-V/def2-TZVPD" charge=0 gap_ev=9.633
H 2.780 0.195 -0.181 0.06
N 2.073 0.203 -0.904 0.18
C 0.995 0.444 -0.306 -0.46
C 0.613 0.817 1.065 -0.06
N -0.378 0.240 1.676 0.04
N -0.797 -0.989 1.218 0.01
C -1.237 -1.176 0.015 -0.09
C -1.103 -0.088 -1.036 -0.11
N -0.126 0.699 -1.122 0.12
H 0.792 1.778 1.499 0.11
H -1.729 -2.146 -0.151 0.11
H -1.883 0.022 -1.773 0.10

***

# 12
12
Properties=species:S:1:pos:R:3:lowdin_charge:R:1 method="wB97M-V/def2-TZVPD" charge=0 gap_ev=8.914
H 2.273 -0.556 1.264 0.05
N 1.372 -1.084 1.136 0.11
C 1.031 -0.571 -0.115 -0.42
C 1.030 0.867 -0.695 0.02
C -0.300 1.350 -0.096 -0.08
N -1.306 0.602 0.720 0.06
C -1.615 -0.598 0.325 -0.20
N -1.113 -1.391 -0.759 0.06
N 0.107 -1.328 -0.908 0.05
H 1.686 1.444 -1.436 0.10
H -0.771 2.442 -0.331 0.13
H -2.393 -1.176 0.895 0.12

***

Listing E_HOMO for the structures above in their given order: -9.1 -10.1 -9.5 -9.4 -9.6 -9.3 -8.9 -10.2 -8.8 -4.7 -9.8 -9.4 eV.
Listing largest force on an atom for the structures above in their given order: 11.67 12.72 6.00 5.89 4.14 7.35 5.81 2.33 1.49 3.11 2.69 6.86 eV/Å.
Listing energy above the lowest of the compared OMol25 structures with the same formula, charge and spin for the structures above in their given order: 9.900 6.501 4.299 3.729 4.687 6.629 2.912 3.040 1.448 2.129 2.928 5.650 eV.